1.
Molecular formula: C47H86Br2ClIN3O25
Method: DFT, wB97M-V/def2-TZVPD

```
165
C47H86Br2ClIN3O25 (wB97M-V/def2-TZVPD)
C 3.92965 -1.97660 -1.71943
C 2.47654 -1.97977 -1.19652
C 2.32853 -0.82649 -0.20690
C 0.89835 -0.66551 0.40327
C 1.02641 0.17894 1.73146
Br 1.18842 -0.97622 3.30008
C 2.16376 1.22536 1.75569
C 3.44476 0.89269 2.51395
Br 1.41850 2.82078 2.67693
O 0.53042 -2.00021 0.67215
C -0.84296 -2.18495 0.95516
C -1.69869 -1.82755 -0.23850
C -3.16002 -2.15994 0.02805
C -4.10043 -2.03657 -1.19073
C -5.54346 -1.97068 -0.74180
Cl -5.93542 -0.37768 -0.02178
C -1.22960 -2.73349 -1.41312
C -1.38091 -4.25749 -1.20707
C -0.01645 -4.94681 -1.34210
I 0.72586 -4.90147 -3.33246
N -1.45513 -0.41618 -0.74496
C -2.41943 0.60604 -0.24865
C -2.51555 0.84951 1.10825
C -3.40007 1.85365 1.50292
C -4.09765 2.50445 0.49328
C -3.94500 2.14794 -0.83871
N -3.09073 1.18909 -1.21070
C 0.02419 0.02178 -0.68123
C 0.21398 1.53756 -0.72393
N -0.27198 2.14012 -1.96237
C -0.87798 3.46416 -1.81675
H 4.14243 -2.91061 -2.23208
H 4.06928 -1.13399 -2.39231
H 4.60463 -1.86812 -0.87111
H 2.31678 -2.94350 -0.72656
H 1.84418 -1.81833 -2.07205
H 2.94603 -1.10726 0.64633
H 2.67623 0.10733 -0.64145
H 0.10789 0.72389 1.91171
H 2.43951 1.60249 0.78120
H 3.82046 -0.10883 2.32388
H 3.35364 1.06511 3.58017
H 4.20916 1.58973 2.16732
H -1.08991 -1.63114 1.86729
H -0.96068 -3.23490 1.20152
H -3.60806 -1.55423 0.81944
H -3.25307 -3.18780 0.36748
H -3.83085 -1.21044 -1.84835
H -4.00997 -2.94938 -1.78422
H -6.23377 -2.18388 -1.54860
H -5.68915 -2.68753 0.06284
H -0.18166 -2.53529 -1.62806
H -1.77469 -2.47100 -2.32281
H -2.01528 -4.64500 -2.00139
H -1.76203 -4.55107 -0.23128
H 0.69452 -4.43909 -0.69582
H -0.06283 -5.96946 -0.98526
H -1.66229 -0.49788 -1.74188
H -1.97014 0.32745 1.87976
H -3.52038 2.11793 2.54182
H -4.77827 3.30394 0.75439
H -4.51931 2.64499 -1.60584
H 0.46095 -0.29751 -1.62782
H -0.15179 2.03820 0.17532
H 1.29842 1.64886 -0.75377
H -0.86474 1.51298 -2.48183
H -1.89242 3.48976 -2.21540
H -0.92763 3.79804 -0.78176
H -0.31843 4.17926 -2.41820
C 1.01060 -5.37772 -7.35850
O 2.41966 -5.52961 -7.18965
C 2.96814 -6.44358 -7.99550
O 2.37899 -7.10625 -8.80597
O 4.27328 -6.48880 -7.74240
C 4.99299 -7.43347 -8.54105
H 0.69117 -4.61402 -6.65329
H 0.77415 -5.04852 -8.36852
H 0.49196 -6.30827 -7.13423
H 4.91126 -7.18412 -9.59689
H 4.62819 -8.44294 -8.36305
H 6.03269 -7.36723 -8.23514
C 3.99353 3.91419 -0.43602
O 4.01747 2.53973 -0.86608
C 4.92377 2.27469 -1.80954
O 5.67681 3.07678 -2.28815
O 4.84466 0.98137 -2.11570
C 5.77496 0.55988 -3.12269
H 3.21716 3.94921 0.31762
H 4.94587 4.20671 -0.00023
H 3.74036 4.57657 -1.26047
H 6.79839 0.71596 -2.78859
H 5.59479 1.08859 -4.05638
H 5.61321 -0.50249 -3.27967
C 10.64438 -3.68221 -3.09695
O 9.91287 -2.45511 -3.17459
C 10.66271 -1.36416 -3.02067
O 11.84804 -1.34243 -2.83002
O 9.86646 -0.29720 -3.11503
C 10.54479 0.95375 -2.96803
H 9.92264 -4.48144 -3.23733
H 11.39468 -3.73213 -3.88322
H 11.11433 -3.78793 -2.12127
H 11.29095 1.08070 -3.74954
H 11.00964 1.02625 -1.98685
H 9.78868 1.72828 -3.06511
C 7.90041 5.31193 -2.76791
O 7.92520 6.72217 -3.01038
C 7.12414 7.42330 -2.21408
O 6.41403 6.97408 -1.34972
O 7.23989 8.71014 -2.53598
C 6.42965 9.58987 -1.75455
H 8.58905 4.85899 -3.47616
H 8.23399 5.09234 -1.75497
H 6.90656 4.90998 -2.93141
H 6.70312 9.53187 -0.70279
H 5.37435 9.35620 -1.88282
H 6.62225 10.59380 -2.12076
C 3.03418 -8.89809 0.98322
O 2.69864 -7.97106 2.02263
C 2.32781 -6.77403 1.59479
O 2.25068 -6.41990 0.44418
O 2.04485 -6.01507 2.65575
C 1.63906 -4.69230 2.31775
H 3.31545 -9.82362 1.47535
H 2.17614 -9.07862 0.33898
H 3.87482 -8.53037 0.39879
H 0.73350 -4.71571 1.71084
H 2.43262 -4.16786 1.78715
H 1.42877 -4.17049 3.24652
C -8.71544 3.25752 5.93403
O -8.51662 2.06199 5.16634
C -7.56542 2.14695 4.24980
O -6.87374 3.11045 4.02817
O -7.49360 0.98005 3.60541
C -6.49883 0.94614 2.58534
H -9.51020 3.05344 6.64432
H -7.81938 3.52157 6.48138
H -9.02005 4.08044 5.28972
H -5.51150 1.11879 3.01560
H -6.71169 1.69524 1.82206
H -6.51204 -0.04242 2.11825
C -8.65846 4.22669 1.86966
O -9.62017 4.63076 0.89573
C -10.68657 5.24263 1.41714
O -10.86817 5.45548 2.58696
O -11.50529 5.57117 0.42313
C -12.70025 6.23925 0.84079
H -7.84797 3.74441 1.33023
H -8.26439 5.08598 2.40757
H -9.09650 3.51519 2.56646
H -12.46131 7.17627 1.33941
H -13.28646 5.60091 1.49852
H -13.26889 6.44611 -0.06065
C -6.47172 -0.36931 11.26406
O -5.65482 0.05597 10.16843
C -6.27507 0.84930 9.30068
O -7.41799 1.21728 9.36581
O -5.40914 1.17246 8.33639
C -5.96186 2.02738 7.33668
H -5.84732 -1.00293 11.88651
H -6.80961 0.48618 11.84507
H -7.32457 -0.94266 10.90661
H -6.27765 2.97124 7.77527
H -6.79224 1.53901 6.83324
H -5.17309 2.22230 6.61416
```

Summary:
LUMO: -2.55 eV
charge: +1
electronic energy: -266493.96753 eV
HOMO energy: -11.6 eV
HOMO-LUMO gap: 9.09 eV


2.
Molecular formula: C9H32N8O7
Method: DFT, wB97M-V/def2-TZVPD

```
56
C9H32N8O7 (wB97M-V/def2-TZVPD)
C -1.50443 -1.70184 -5.03577
C -1.79320 -0.72479 -3.84832
O -1.74272 -1.39976 -2.52054
H -0.57608 -2.18261 -4.94179
H -1.40195 -1.12975 -5.95658
H -2.24323 -2.50142 -5.12398
H -2.78728 -0.29209 -4.05339
H -1.01944 0.02955 -3.93888
H -2.16386 -0.90414 -1.84175
C 1.43306 -1.15146 3.09685
C 2.12327 -2.29433 2.34545
O 1.52083 -2.26348 1.04870
H 1.82379 -1.15075 4.14006
H 0.30047 -1.21787 3.07857
H 1.57005 -0.19060 2.59765
H 1.82337 -3.25984 2.82065
H 3.21864 -2.32089 2.36157
H 1.82459 -2.96361 0.41373
C 3.14284 0.85231 0.15120
O 3.89457 0.92074 1.34116
N 3.39089 1.67550 -0.79728
N 2.30540 -0.05570 -0.22293
H 4.05140 2.41636 -0.61763
H 2.77950 1.78141 -1.56793
H 2.07839 -0.87604 0.38028
H 1.93507 -0.17068 -1.20028
C -2.76440 -0.94069 3.57451
O -2.00863 -0.05756 2.72967
N -3.44992 -1.92666 3.16715
N -2.80648 -0.81499 4.88418
H -3.34933 -2.11323 2.13211
H -3.89534 -2.63849 3.76322
H -2.52372 0.09882 5.32933
H -3.40121 -1.48953 5.42030
C 1.82124 0.39062 -3.48071
O 2.88820 0.09627 -4.28787
N 1.28758 -0.47526 -2.71230
N 1.21129 1.49787 -3.46344
H 1.64669 -1.41831 -2.87706
H 0.29599 -0.40506 -2.39310
H 1.59264 2.28326 -4.04111
H 0.43754 1.68376 -2.88833
C -1.06131 1.10442 -0.34713
O -0.78473 1.55333 -1.63741
N -0.18584 0.66899 0.45671
N -2.25774 1.10528 0.08910
H 0.81569 0.61805 0.16791
H -0.41079 0.17853 1.28381
H -2.92265 1.47013 -0.63048
H -2.69460 0.78541 0.92629
C -0.40514 3.60316 2.26266
O 0.66786 2.65703 2.21387
H -0.17405 4.42025 2.86436
H -1.38537 3.16318 2.48991
H -0.48753 3.98601 1.25410
H 0.32014 1.99121 1.64094
```

Summary:
LUMO: -0.32 eV
charge: 0
SMILES: NC(N)=O.NC(N)=O.NC(N)=O.NC(N)=O.CCO.CCO.CO
electronic energy: -36103.40360 eV
ΔE to the lowest compared entry with this formula, charge and spin: 3.123 eV
HOMO energy: -8.3 eV
HOMO-LUMO gap: 7.94 eV


3.
Molecular formula: C3H5NO2
Method: DFT, wB97M-V/def2-TZVPD

```
11
C3H5NO2 (wB97M-V/def2-TZVPD)
C -1.59622 -0.00029 0.13687
C -0.28610 0.74171 0.13951
O -0.04121 1.70613 0.82007
N 0.71610 0.10519 -0.62703
C 1.87232 -0.34906 -0.01320
O 2.54573 -1.24023 -0.47118
H -1.90271 -0.30304 -0.86781
H -2.37789 0.58436 0.61896
H -1.42607 -0.91687 0.71552
H 0.42464 -0.48476 -1.39687
H 2.07141 0.15685 0.94515
```

Summary:
LUMO: 0.69 eV
charge: 0
SMILES: CC(=O)NC=O
electronic energy: -8777.39285 eV
ΔE to the lowest compared entry with this formula, charge and spin: 0.302 eV
HOMO energy: -10.4 eV
HOMO-LUMO gap: 11.07 eV


4.
Molecular formula: C3H3OS
Method: DFT, wB97M-V/def2-TZVPD

```
8
C3H3OS (wB97M-V/def2-TZVPD)
C 0.96565 0.23966 0.28926
C -1.24106 -1.45821 -0.22353
C 0.30735 1.38892 0.00347
O -0.44592 2.26027 -0.16378
S -2.57140 -0.88629 0.10023
H 1.26837 -0.38333 -0.62029
H -0.18311 -1.63082 -0.33807
H 1.90011 0.46980 0.95270
```

Summary:
LUMO (spin up / spin down): -6.95 / -6.95 eV
charge: +1
electronic energy: -16030.85065 eV
ΔE to the lowest compared entry with this formula, charge and spin: 2.604 eV
HOMO energy (spin up / spin down): -14.1 / -14.1 eV
HOMO-LUMO gap (spin up / spin down): 7.14 / 7.14 eV


5.
Molecular formula: C8H13N2O
Method: DFT, wB97M-V/def2-TZVPD

```
24
C8H13N2O (wB97M-V/def2-TZVPD)
C -1.68865 -0.88792 0.10719
C 0.63716 1.04071 2.10443
C -0.25044 1.98688 -1.21728
C 0.67299 0.66929 -1.45170
C 1.27099 -1.05409 0.32361
C 0.38833 2.46188 0.14124
C 0.78194 0.16624 -0.05609
C -2.18179 -2.97284 -1.17253
N -1.59874 -1.90951 -0.48818
N 0.57617 1.22137 0.85109
O -1.54975 0.19488 0.53934
H 0.89739 0.16907 2.56009
H 0.49930 1.93148 2.81282
H -0.25059 2.61434 -2.14051
H -1.30621 1.59685 -1.19913
H 0.17012 0.09527 -2.26202
H 1.64933 0.97215 -1.86534
H 1.55810 -1.65620 -0.45725
H 1.51830 -1.52391 1.27084
H 1.41021 2.89556 0.12182
H -0.12444 3.30449 0.70435
H -1.39225 -3.40525 -1.71245
H -2.34474 -3.76804 -0.39976
H -2.99852 -2.71391 -1.77729
```

Summary:
2S+1: 3
LUMO (spin up / spin down): -2.90 / -7.07 eV
charge: +1
electronic energy: -13522.46525 eV
ΔE to the lowest compared entry with this formula, charge and spin: 0.661 eV
HOMO energy (spin up / spin down): -10.9 / -13.9 eV
<S²>: 2.009
HOMO-LUMO gap (spin up / spin down): 7.98 / 6.83 eV


6.
Molecular formula: C7H16IN2
Method: DFT, wB97M-V/def2-TZVPD

```
26
C7H16IN2 (wB97M-V/def2-TZVPD)
C 1.03956 0.51970 -0.04355
C 0.07956 0.93111 -1.05359
C -1.86511 0.05295 0.03252
C 0.97354 -0.89933 0.61086
C 1.53954 -1.93048 -0.29902
C 1.82726 -0.89695 1.87207
C -2.22631 1.97728 -1.34377
N -0.33650 -1.06708 1.19374
N -1.24948 1.29483 -0.44475
I -1.09727 -2.82867 1.49107
H 2.01531 0.85089 -0.39119
H 0.73828 1.22416 0.77997
H 0.45535 1.85528 -1.67967
H -0.16099 0.11799 -1.79628
H -2.07345 -0.62719 -0.79167
H -2.24108 0.21171 1.04748
H 0.85555 -2.20089 -1.21327
H 1.73848 -2.85298 0.29376
H 2.38366 -1.42684 -0.75906
H 1.62758 0.00352 2.56191
H 2.88178 -1.01763 1.72733
H 1.70000 -1.74054 2.59177
H -1.94892 2.94556 -1.75830
H -2.35826 1.27305 -2.23089
H -3.11527 2.18926 -0.80283
H -1.18280 2.04130 0.40535
```

Summary:
LUMO (spin up / spin down): -4.05 / -4.11 eV
charge: +1
electronic energy: -18587.90948 eV
ΔE to the lowest compared entry with this formula, charge and spin: 3.007 eV
HOMO energy (spin up / spin down): -12.0 / -11.8 eV
HOMO-LUMO gap (spin up / spin down): 7.90 / 7.70 eV